(1)
C24H54N6O4P3S | wB97M-V/def2-TZVPD

Values from the calculation:
Charge ... +1

Geometry as XYZ:
```
92
Properties=species:S:1:pos:R:3:mulliken_charge:R:1
S -4.09686 -0.75246 -6.33088 0.0933
P 4.73226 -1.38766 2.86646 0.8794
P -5.60022 -2.33820 -6.40796 0.3316
P -1.59745 1.32878 2.02469 0.7691
O -0.85489 0.68789 0.83550 -0.6601
O -5.44758 1.45895 -2.92051 -0.3441
O -6.98261 -1.62900 -7.13247 -0.4837
O 4.10048 -0.10526 3.43793 -0.8133
N 6.09838 -1.29420 3.88246 0.1979
N 5.05841 -0.68887 1.32420 0.2780
N 5.37307 -2.90610 2.20140 -0.0674
N -2.66526 2.20234 1.02030 0.4207
N -2.44682 1.98420 3.44118 -0.1361
N -0.25810 2.30246 2.49873 0.2257
C -1.70545 1.02866 -4.72710 -0.3935
C -4.93515 0.64480 -5.47250 -0.7863
C -6.10437 -2.82947 -4.64054 -0.8094
C -2.71677 -1.50805 -5.36995 -0.4541
C 0.15548 -0.32397 -2.64500 0.6476
C -6.53029 0.26410 -3.12147 -1.1541
C -0.24984 3.74659 2.65776 -1.0918
C 5.88762 -1.35636 5.32454 -1.1612
C -0.76359 1.91038 -3.85752 -0.7386
C 4.25606 0.46438 0.92137 -0.8914
C -2.69806 3.62484 0.76698 -1.1098
C -1.93215 1.36300 4.68704 -1.1158
C 4.39012 -3.52203 1.27652 -1.1268
C 1.07567 1.86301 2.09059 -1.2017
C -0.80414 -1.15413 -3.52154 -0.5539
C -3.54314 1.44813 0.13644 -1.3726
C 7.45932 -0.96129 3.52690 -1.0983
C -3.91018 1.81696 3.48969 -0.9788
C 1.10819 -1.02032 -1.53899 -0.7652
C 0.16928 1.23576 -2.81485 -0.3725
C -4.96950 0.33136 -3.77634 0.6776
C 5.73326 -3.96548 3.16042 -1.0179
C 6.34852 -0.62053 0.65929 -1.0655
C -1.76901 -0.50331 -4.58487 0.2150
H -0.81504 3.04948 -4.01373 0.3364
H 0.53593 -1.10754 -0.54059 0.2059
H 6.66786 -0.83964 5.88898 0.4728
H 4.81817 -4.40012 0.78464 0.4236
H -0.16060 4.26064 1.69578 0.3169
H 4.27933 0.61154 -0.16297 0.3827
H 1.18579 0.78412 2.21483 0.3367
H -2.14902 0.29062 4.71283 0.3629
H -6.05962 0.61410 -5.71769 0.5503
H -6.87603 0.61783 -2.09830 0.4421
H 1.27613 2.12131 1.04329 0.3272
H -3.82552 2.00709 -0.75950 0.5787
H -0.85280 1.48687 4.78720 0.3172
H 6.63099 -3.71496 3.72762 0.2777
H -2.06392 -2.12013 -6.09509 0.5143
H -0.80816 -2.29519 -3.35760 0.2503
H -2.36466 1.56197 -5.48286 0.2927
H -4.46355 1.16869 0.66378 0.2177
H 2.03140 -0.36980 -1.34369 0.0735
H -5.28420 -2.64945 -3.86182 0.2063
H -7.04155 -2.23972 -4.34011 0.2950
H 6.96535 0.19326 1.05210 0.3114
H 6.22157 -0.44295 -0.41478 0.3530
H -2.37577 1.83586 5.56761 0.4098
H -4.20106 0.77647 3.31338 0.3506
H 7.81990 -1.55893 2.68752 0.3389
H 1.85525 2.31661 2.70846 0.4187
H 8.16138 -1.18077 4.33734 0.4719
H 5.86306 -2.39957 5.66073 0.2847
H -3.17483 -2.25898 -4.61870 0.3854
H 6.90546 -1.55554 0.71793 0.3156
H 3.48072 -3.82067 1.80758 0.3623
H 4.09967 -2.83768 0.47754 0.2868
H -3.61295 3.92927 0.24859 0.4656
H 1.47668 -2.05345 -1.90274 0.4030
H -2.70591 4.20406 1.69194 0.3454
H -7.46566 -2.35558 -7.59073 0.3553
H -3.07328 0.52395 -0.21434 0.3519
H -6.18713 -0.77064 -2.67036 0.1490
H 5.97972 -4.89633 2.64061 0.3605
H 4.61401 1.38419 1.39840 0.2899
H -4.46565 1.67313 -5.59350 0.3808
H 4.94034 -0.89555 5.61844 0.2990
H -4.15532 -0.43706 -3.34081 0.3283
H -6.38616 -3.93620 -4.66969 0.4113
H 3.20583 0.31842 1.18161 0.0308
H -1.85137 3.93611 0.14437 0.2083
H -1.12716 4.11993 3.18596 0.2983
H -4.41842 2.45233 2.76248 0.2492
H 0.59802 4.06293 3.27523 0.3556
H 4.91724 -4.16589 3.86196 0.3686
H 7.55764 0.10415 3.28989 0.2509
H 0.82055 1.92965 -2.18754 0.2853
H -4.30732 2.12782 4.46065 0.3712
```

=====

(2)
C24H54O18S6 | wB97M-V/def2-TZVPD

Values from the calculation:
ΔE to the lowest compared entry with this formula, charge and spin ... 346.7 kJ/mol
SMILES ... CCOS(C)(=O)=O.CCOS(C)(=O)=O.CCOS(C)(=O)=O.CCOS(C)(=O)=O.CCOS(C)(=O)=O.CCOS(C)(=O)=O.c1ccccc1

Geometry as XYZ:
```
102
Properties=species:S:1:pos:R:3:mulliken_charge:R:1
S 9.13016 -4.95876 -2.77212 1.1102
S -6.90700 2.04736 -9.66866 1.1576
S -3.73533 -1.98098 -0.23837 1.1276
S -2.57112 -11.81905 2.12238 1.1372
S -1.80582 4.20166 7.30875 1.1139
S 8.58432 0.89629 3.29060 1.1012
O -0.98889 5.13079 6.15620 -0.3050
O -1.85179 -12.80359 2.95074 -0.6030
O -6.63667 1.91428 -11.10645 -0.5997
O -8.21128 1.65173 -9.20278 -0.5820
O 8.63433 1.16395 1.64961 -0.2526
O 9.97018 -5.95086 -3.44174 -0.5818
O -3.98327 -1.17344 -1.44993 -0.5909
O 8.46596 -5.61946 -1.38445 -0.2940
O 7.57342 1.76311 3.77906 -0.5872
O 8.52666 -0.53792 3.49487 -0.5708
O -0.88786 3.44701 8.12849 -0.5788
O -6.80485 3.69194 -9.27558 -0.3300
O -3.91534 -11.39867 2.87863 -0.3115
O -2.83452 -12.13161 0.70160 -0.6052
O -3.59248 -3.46627 -0.40804 -0.6088
O -2.35154 -1.46112 0.55351 -0.2935
O -2.98219 3.53084 6.69139 -0.5963
O 8.06052 -4.19400 -3.40985 -0.6162
C -5.58824 1.37465 -8.58914 -0.9018
C 0.23075 5.86746 6.53328 -0.2992
C -1.18002 -1.20323 -0.30058 -0.3155
C -2.60577 5.55373 8.30793 -0.8950
C -4.94567 -9.34742 3.33538 -0.9849
C 8.66606 2.50997 1.29702 -0.1118
C -6.26628 5.49948 -10.64097 -1.0729
C -5.31107 7.29510 -1.70567 -0.3514
C 7.25033 -5.26240 -0.88079 -0.2222
C 8.24536 2.52975 -0.18762 -1.3302
C -4.81672 -10.48157 2.20540 -0.3690
C 10.31296 -3.80035 -2.04506 -0.8614
C -1.22706 0.18333 -0.89315 -0.9245
C -5.14168 6.97589 0.96025 -0.3642
C -5.21900 6.04278 -1.19352 -0.3580
C -1.78778 -10.18813 2.09381 -0.8503
C 10.38617 1.55196 3.72313 -0.9673
C -5.13166 8.44305 -0.90804 -0.4360
C -5.11748 8.24439 0.41959 -0.2391
C -5.16455 5.87519 0.16467 -0.2806
C 0.51189 6.87719 5.36261 -1.0587
C 7.13188 -6.30362 0.30618 -1.1137
C -5.02435 -1.60296 1.12579 -0.8358
C -5.65943 4.50900 -9.67506 -0.2982
H -5.87260 -2.28736 1.11282 0.3245
H -5.00456 4.87481 0.53890 0.3561
H -5.36221 7.48615 -2.76740 0.3176
H -2.72140 6.37084 7.59585 0.2746
H -0.40772 7.45805 5.29173 0.2853
H 7.03611 -4.22568 -0.62112 0.3441
H -1.00631 -2.05237 -0.96155 0.3148
H -0.36802 -1.26565 0.42389 0.2615
H -1.38494 0.90207 -0.08904 0.2829
H -0.26906 0.46972 -1.32710 0.3558
H -5.30438 5.10612 -1.72434 0.3348
H 7.95715 3.08592 1.89185 0.3714
H -4.85729 3.87057 -10.04530 0.3028
H -5.33647 -0.58190 0.90643 0.3132
H 7.20474 -7.29595 -0.13889 0.2933
H 1.37467 7.45626 5.69183 0.3605
H -5.52831 1.96176 -7.67273 0.3305
H -6.33735 5.15192 -11.67163 0.2951
H -4.51070 -10.07565 1.24120 0.3395
H 10.29428 1.79771 4.78108 0.3640
H -4.48925 -1.58224 2.07517 0.3118
H 9.70240 2.83957 1.37095 0.2873
H 11.07383 0.73416 3.50772 0.3057
H -5.74388 0.31540 -8.38455 0.3639
H 10.70752 -4.48962 -1.29850 0.3042
H 0.24027 6.32508 7.52252 0.3540
H 8.32763 3.48738 -0.70173 0.3718
H -4.10462 -8.65424 3.31959 0.2854
H 11.03262 -3.60367 -2.83974 0.3720
H 6.54623 -5.41527 -1.69869 0.3071
H 9.77473 -2.93697 -1.65393 0.2904
H 7.28799 2.01932 -0.29254 0.3229
H -5.22009 9.39547 -1.40951 0.3510
H 0.96497 5.07020 6.64898 0.3494
H -0.79780 -10.24137 1.64082 0.3544
H -5.41947 6.17037 -10.78560 0.3584
H -1.92786 5.75987 9.13621 0.3089
H 10.51656 2.59616 3.43895 0.3747
H 8.98638 1.93037 -0.71652 0.3207
H 6.16703 -6.21155 0.80485 0.3732
H -7.07484 6.13153 -10.27376 0.2950
H -3.55209 5.06598 8.54176 0.3959
H 7.94391 -6.21673 1.02810 0.2952
H 0.75492 6.41954 4.40366 0.2901
H -2.06092 0.36166 -1.57211 0.2766
H -2.45452 -9.55324 1.51031 0.2945
H -5.89015 -8.82156 3.19568 0.3590
H -5.80073 -10.94800 2.15787 0.3457
H -5.12698 9.10729 1.06899 0.3285
H -5.18288 4.93549 -8.79239 0.3524
H -5.08457 6.78712 2.02209 0.3415
H -4.61883 1.55752 -9.05271 0.3287
H -4.84014 -9.77277 4.33341 0.3071
H -1.66741 -9.85560 3.12484 0.3011
```

=====

no.,LUMO energy (eV)
1,-3.3
2,0.3